Entry from the Open Molecules 2025 dataset: a cluster of 7 separate species, C22H59N5O8PS in total (ωB97M-V/def2-TZVPD).

XYZ file:
```
96
Properties=species:S:1:pos:R:3:forces:R:3
N -2.2859 1.1143 0.8478 -0.052 -0.115 -0.135
C -2.0388 1.1524 -0.5935 0.092 0.314 0.400
C -2.7575 2.3616 -1.2564 0.326 -0.683 0.001
N -3.2691 3.3125 -0.2900 -0.186 0.378 -0.027
N -2.4753 4.2542 0.2877 0.273 0.076 0.041
C -3.2306 4.9353 1.1453 -0.049 -0.024 0.009
N -4.4650 4.4932 1.1575 -0.112 -0.061 -0.055
C -4.4719 3.4778 0.2794 -0.057 -0.239 -0.003
N -5.5396 2.7049 -0.0125 0.101 0.140 0.022
P -7.0822 2.7993 0.7441 -0.234 -0.007 0.227
O -7.7496 3.9048 -0.1982 0.058 -0.324 -0.105
O -7.7346 1.4152 0.2711 0.386 0.081 0.055
S -7.1216 3.0759 2.6063 -0.015 -0.042 -0.091
H -2.0305 0.1902 1.1841 0.007 0.056 0.125
H -1.6490 1.7405 1.3290 0.034 -0.057 0.021
H -0.9737 1.2118 -0.8378 -0.033 -0.127 -0.074
H -2.4451 0.2328 -1.0096 0.095 0.027 -0.162
H -3.5933 2.0031 -1.8532 -0.132 0.263 -0.030
H -2.0734 2.8774 -1.9302 -0.199 0.207 -0.113
H -1.4987 4.3489 0.0518 -0.043 -0.026 -0.097
H -2.8587 5.7487 1.7454 0.089 0.038 -0.023
H -5.3994 2.0122 -0.7302 0.053 -0.030 0.009
H -8.7146 3.8743 -0.1337 -0.026 0.235 0.045
H -7.3959 1.0239 -0.5419 -0.237 -0.002 -0.114
C 1.8336 0.1318 3.6789 0.004 0.076 -0.114
C 0.3341 -0.0529 3.5256 0.122 -0.087 0.137
C -0.2569 -0.8786 4.6537 -0.181 -0.014 -0.084
O 0.0350 -0.6484 2.2530 -0.045 0.084 -0.006
H 2.3332 -0.8408 3.6608 -0.003 -0.004 0.045
H 2.2325 0.7323 2.8597 -0.006 0.009 0.006
H 2.0754 0.6117 4.6265 -0.004 -0.038 0.023
H -0.1520 0.9263 3.4993 -0.019 -0.005 -0.045
H 0.1905 -1.8759 4.6670 0.056 0.022 0.035
H -1.3327 -0.9957 4.5161 0.003 0.019 0.002
H -0.0684 -0.4199 5.6227 0.055 -0.012 -0.001
H 0.4493 -1.5192 2.2569 -0.056 -0.031 -0.087
C 3.0377 1.3003 8.1867 -0.021 0.018 -0.089
C 2.0113 0.1793 8.2031 0.141 -0.010 0.109
C 2.1334 -0.6815 9.4491 -0.057 -0.064 -0.036
O 2.1243 -0.6229 7.0237 -0.038 0.059 -0.014
H 4.0494 0.8855 8.1906 0.001 0.000 0.044
H 2.9283 1.9098 7.2891 -0.012 0.003 0.006
H 2.9322 1.9454 9.0594 0.003 -0.007 0.009
H 1.0069 0.6055 8.1542 -0.011 -0.018 -0.032
H 3.1205 -1.1505 9.4878 0.017 0.035 0.023
H 1.3847 -1.4733 9.4428 -0.009 0.011 0.000
H 2.0043 -0.0871 10.3540 0.010 0.008 0.000
H 3.0005 -1.0245 7.0272 -0.008 -0.019 0.002
C 0.4148 -1.4694 -1.3382 -0.213 0.019 0.070
C 1.4439 -0.5140 -1.9137 0.023 -0.177 0.116
C 2.7341 -1.2298 -2.2621 0.139 0.134 0.015
O 1.6807 0.5581 -0.9905 -0.073 0.126 -0.090
H 0.7832 -1.9305 -0.4173 0.095 -0.007 -0.042
H -0.4924 -0.9190 -1.0869 0.015 -0.129 0.005
H 0.1539 -2.2534 -2.0477 0.053 0.010 -0.033
H 1.0345 -0.0344 -2.8047 -0.003 0.016 -0.004
H 3.1721 -1.6771 -1.3662 -0.026 -0.051 -0.013
H 3.4648 -0.5342 -2.6759 -0.032 0.011 -0.037
H 2.5534 -2.0192 -2.9935 -0.035 0.017 -0.011
H 2.0333 0.1708 -0.1807 -0.018 0.005 0.017
C 2.9041 -5.4732 -0.4702 -0.064 0.070 -0.002
C 3.9580 -4.5375 -1.0408 0.062 -0.190 0.159
C 5.2445 -5.2705 -1.3820 0.037 0.080 -0.035
O 4.2214 -3.4711 -0.1227 -0.097 0.009 -0.066
H 3.2653 -5.9304 0.4552 0.020 -0.038 -0.025
H 1.9906 -4.9239 -0.2392 -0.002 0.001 -0.018
H 2.6616 -6.2725 -1.1716 0.012 -0.009 0.003
H 3.5648 -4.0533 -1.9361 0.019 0.065 0.019
H 5.6724 -5.7213 -0.4824 -0.027 -0.042 -0.007
H 5.9799 -4.5794 -1.7929 -0.009 0.001 -0.011
H 5.0675 -6.0641 -2.1088 -0.006 -0.009 0.008
H 4.5679 -3.8690 0.6838 0.038 0.044 0.008
C -0.0396 -3.3009 -6.5691 0.074 0.064 0.012
C -0.3098 -3.2572 -5.0750 -0.107 -0.048 -0.116
C -1.6491 -3.8824 -4.7210 0.006 0.042 0.090
O -0.2399 -1.9127 -4.5893 0.028 0.041 0.065
H -0.8074 -2.7383 -7.1081 -0.026 -0.039 -0.004
H 0.9277 -2.8537 -6.7968 0.006 -0.011 0.007
H -0.0459 -4.3254 -6.9417 -0.012 -0.003 0.002
H 0.4874 -3.7841 -4.5463 0.014 0.033 0.023
H -2.4608 -3.3354 -5.2097 0.003 -0.029 -0.037
H -1.8173 -3.8463 -3.6442 0.011 -0.011 0.000
H -1.6984 -4.9220 -5.0454 0.000 0.000 -0.012
H -0.9255 -1.4052 -5.0371 0.012 -0.021 -0.047
C 0.0898 5.0118 -5.6101 -0.100 0.053 0.003
C -0.0913 4.4934 -4.1951 0.148 -0.113 -0.134
C 0.9358 3.4289 -3.8440 -0.087 -0.016 0.097
O -1.4235 3.9837 -4.0168 -0.015 -0.067 0.237
H -0.0300 4.1965 -6.3289 0.048 -0.012 0.003
H -0.6534 5.7749 -5.8392 0.008 0.008 0.010
H 1.0825 5.4405 -5.7464 0.009 -0.012 0.000
H -0.0151 5.3242 -3.4907 -0.048 0.004 0.011
H 0.8382 2.5726 -4.5174 0.030 0.016 -0.032
H 0.7998 3.0669 -2.8230 0.023 -0.002 0.006
H 1.9508 3.8150 -3.9352 0.005 0.001 -0.012
H -1.5325 3.2517 -4.6349 -0.014 0.051 -0.061
```
Forces are in eV/Å.

## Properties
energy	-67721.8166	eV
net charge	+1
Kohn-Sham gap	9.218	eV
HOMO energy	-11.69	eV
LUMO	-2.47	eV

=====

Entry from the Open Molecules 2025 dataset: a cluster of 2 separate species, C5H7F2P in total at a distorted geometry (ωB97M-V/def2-TZVPD).

XYZ file:
```
15
Properties=species:S:1:pos:R:3:forces:R:3
F -3.3887 0.5082 -1.8145 0.629 0.052 1.427
C -2.5268 0.2160 -0.8051 -0.920 0.383 -0.753
F -2.2696 1.3178 -0.1036 0.062 -0.622 -0.897
P -1.8876 -1.3107 -0.5297 0.337 0.305 1.117
H -2.9703 -1.9211 -1.1474 -0.233 -0.130 -0.884
C 1.6485 -1.4820 -0.8034 -0.287 -0.293 -0.622
C 1.4783 -0.6182 0.1496 0.324 -0.680 2.075
C 1.4206 0.1514 1.2166 -0.443 -1.140 -1.665
C 0.8463 1.4889 1.0359 0.841 0.999 0.313
H 2.5454 -1.3436 -1.3881 0.139 -0.381 -0.294
H 0.9318 -2.2860 -1.0786 0.539 0.831 0.250
H 1.7506 -0.0875 2.2088 0.302 -0.675 0.116
H 0.9741 1.7024 -0.0477 -1.053 0.413 0.796
H 1.5889 2.1092 1.5680 -0.704 0.529 -0.181
H -0.1415 1.5551 1.5391 0.467 0.410 -0.798
```
Forces are in eV/Å.

## Properties
energy	-20018.2582	eV
SMILES	FC(F)=P.C=C=CC
Kohn-Sham gap	9.338	eV
HOMO energy	-9.23	eV
LUMO	0.10	eV